i | This record from the Open Molecules 2025 dataset describes a molecular structure, C42H44FeN2O2PS2. The level of theory is ωB97M-V/def2-TZVPD.

LUMO (spin up / spin down)	-7.53 / -6.62	eV
total charge	+2
Kohn-Sham gap (spin up / spin down)	6.31 / 7.23	eV
spin multiplicity	2

Structure (XYZ):
```
94
Properties=species:S:1:pos:R:3:mulliken_charge:R:1
Fe 0.08059 -0.16450 -0.13902 1.3423
C -1.40650 0.73118 4.59983 -1.6241
C -0.80550 -0.11257 3.47121 0.2157
C -1.51970 -1.45488 3.36050 -1.4997
C -0.82790 0.68526 2.19254 1.3276
C -1.90880 0.65493 1.31110 0.0495
C -1.92535 1.43023 0.14882 -1.9686
C -0.86150 2.27201 -0.17539 1.5701
C -0.90452 3.16242 -1.37375 -1.2269
C 0.22760 2.32086 0.73416 -0.5034
C 0.23325 1.55964 1.88871 -1.3211
H -1.36786 0.18305 5.53880 0.4540
H -2.44983 0.96711 4.39023 0.3671
H -0.87047 1.66923 4.73552 0.3805
H 0.24840 -0.29784 3.70220 0.4732
H -2.60176 -1.32755 3.30293 0.4052
H -1.31801 -2.05339 4.24658 0.4686
H -1.19265 -2.02331 2.49024 0.1531
H -2.75710 0.02267 1.53064 0.3994
H -2.78811 1.39974 -0.50260 0.3044
H -0.02192 3.05909 -1.99422 0.2396
H -0.95049 4.20336 -1.05107 0.4069
H -1.78174 2.96059 -1.98377 0.3766
H 1.06166 2.97966 0.52324 0.5290
H 1.08338 1.59628 2.55571 0.5012
O 3.75612 -1.24650 0.85916 -0.6304
C 2.92459 -0.50158 0.43801 0.0439
O 1.67131 -0.48179 0.87163 -0.3971
C 3.15431 0.57344 -0.61431 -0.9053
P 1.67614 0.49540 -1.66620 2.0019
C 1.86203 -1.05901 -2.61455 0.9823
C 3.05716 -1.77482 -2.64192 -0.7532
C 3.15952 -2.94038 -3.38711 -0.9536
C 2.07954 -3.39375 -4.12621 -0.8189
C 0.88640 -2.68222 -4.11141 -1.2344
C 0.77760 -1.52945 -3.35710 -0.9338
C 1.71032 1.80407 -2.89130 0.4089
C 1.17129 1.65404 -4.16769 -0.6195
C 1.24469 2.70422 -5.06606 -0.8424
C 1.84636 3.90210 -4.70191 -0.5595
C 2.37811 4.05994 -3.43017 -0.8937
C 2.30526 3.01711 -2.52296 -0.0519
H 4.08008 0.47403 -1.18284 0.5777
H 3.18710 1.52779 -0.08216 0.5561
H 3.91616 -1.45464 -2.07288 0.3046
H 4.09500 -3.47983 -3.40233 0.5106
H 2.17675 -4.28356 -4.73490 0.4945
H 0.04796 -3.01209 -4.71081 0.5942
H -0.15848 -0.98804 -3.36295 0.9094
H 0.71245 0.72662 -4.47463 0.3758
H 0.83618 2.58359 -6.05859 0.4645
H 1.90678 4.71234 -5.41412 0.4352
H 2.85101 4.98887 -3.14547 0.4587
H 2.72319 3.15222 -1.53442 0.3381
S -1.87195 -1.20830 -1.14149 -0.6481
C -1.71931 -2.87254 -1.28793 0.1131
N -2.66432 -3.69418 -1.67071 0.2556
C -2.40979 -5.13791 -1.65243 -0.7809
C -0.99287 -5.40202 -2.10267 -0.8509
N -0.06898 -4.64265 -1.26013 0.7605
C 1.20846 -5.28905 -0.91232 -1.3749
C 0.96436 -6.45931 -0.00327 0.4029
C 1.13329 -7.75884 -0.46330 -0.1409
C 0.88632 -8.83328 0.37912 -0.7151
C 0.46777 -8.60869 1.68070 -0.4671
C 0.30081 -7.31001 2.14596 -0.7927
C 0.55131 -6.23755 1.30859 -0.2860
C -0.41060 -3.44402 -0.85413 -0.0464
S 0.49510 -2.45014 0.17611 -0.2046
C -4.04894 -3.27394 -1.93770 -1.3025
C -4.96060 -3.82984 -0.87396 0.6233
C -4.77133 -3.46528 0.45731 0.1251
C -5.59112 -3.98629 1.44142 -0.7592
C -6.60887 -4.86965 1.10163 -0.5009
C -6.80326 -5.23078 -0.22033 -0.6773
C -5.97664 -4.71499 -1.20866 -0.4486
H -3.13096 -5.60968 -2.31857 0.5977
H -2.58653 -5.50911 -0.63886 0.3496
H -0.82615 -5.10528 -3.14349 0.2727
H -0.75106 -6.45870 -1.98682 0.5285
H 1.83966 -4.52493 -0.46030 0.6544
H 1.65947 -5.59180 -1.85983 0.4877
H 1.47507 -7.93671 -1.47502 0.4356
H 1.02830 -9.84241 0.02180 0.4178
H 0.28182 -9.44326 2.34055 0.4082
H -0.00915 -7.13692 3.16622 0.4405
H 0.44356 -5.22732 1.68322 0.4836
H -4.31011 -3.65950 -2.92509 0.4674
H -4.05471 -2.18426 -1.97899 0.4699
H -3.98613 -2.76738 0.72263 0.3515
H -5.44760 -3.70183 2.47277 0.4382
H -7.25218 -5.27141 1.87055 0.4115
H -7.59678 -5.91388 -0.48488 0.4051
H -6.13182 -4.99550 -2.24154 0.4128
```

***

ii | This record from the Open Molecules 2025 dataset describes a molecular structure, C42H44FeN2O2PS2. The level of theory is ωB97M-V/def2-TZVPD.

LUMO (spin up / spin down)	-7.06 / -6.71	eV
total charge	+2
Kohn-Sham gap (spin up / spin down)	6.90 / 7.25	eV
spin multiplicity	2

Structure (XYZ):
```
94
Properties=species:S:1:pos:R:3:mulliken_charge:R:1
Fe -0.96700 0.24163 -0.18575 1.1687
C -1.25876 5.33230 -0.34702 -1.5786
C -0.54452 4.08573 0.19380 0.7683
C 0.06803 4.35921 1.56173 -1.6079
C -1.49935 2.91645 0.17664 0.9251
C -1.93000 2.39202 -1.06085 -0.8813
C -2.88712 1.38326 -1.14190 -0.8197
C -3.33067 0.72588 0.01703 0.9740
C -4.42142 -0.30523 -0.01683 -1.5323
C -2.77922 1.15254 1.23761 -1.1824
C -1.96074 2.28521 1.32177 -0.5522
H -0.55676 6.16310 -0.40338 0.4391
H -2.07339 5.62322 0.31850 0.3927
H -1.67390 5.17683 -1.34372 0.3553
H 0.26593 3.82615 -0.49752 0.2488
H -0.69327 4.66173 2.28462 0.4080
H 0.77732 5.18180 1.48303 0.4577
H 0.60638 3.49329 1.94729 0.2497
H -1.56153 2.84077 -1.97566 0.7120
H -3.26776 1.08262 -2.10888 0.5506
H -4.23488 -1.09099 -0.74867 0.2125
H -5.36025 0.17583 -0.29609 0.4407
H -4.55443 -0.77171 0.95778 0.3540
H -3.09152 0.65107 2.14734 0.4732
H -1.60572 2.60697 2.29082 0.4248
O 1.75411 1.01890 2.70457 -0.6192
C 0.82538 0.54212 2.11201 0.2677
O 0.37542 1.00587 0.96325 -0.4036
C 0.05874 -0.67227 2.62718 -1.1886
P -0.63691 -1.51662 1.18357 1.6709
C -2.04873 -2.49945 1.74096 1.3552
C -2.32884 -2.55731 3.10894 -0.9534
C -3.40167 -3.30230 3.57572 -0.8258
C -4.20393 -4.00373 2.68917 -0.7551
C -3.92746 -3.96344 1.32904 -1.2222
C -2.86172 -3.21678 0.85649 0.0417
C 0.65960 -2.61439 0.56102 0.6458
C 1.99049 -2.19046 0.62120 -0.6845
C 3.00029 -3.00667 0.13722 -0.8850
C 2.69375 -4.24219 -0.42110 -0.7480
C 1.37331 -4.66515 -0.48751 -0.7944
C 0.35850 -3.85625 0.00602 -0.3591
H -0.77804 -0.26712 3.20263 0.5433
H 0.66722 -1.30342 3.27083 0.5297
H -1.70992 -2.04376 3.83071 0.4775
H -3.60079 -3.33872 4.63811 0.4647
H -5.03910 -4.58487 3.05624 0.4591
H -4.54456 -4.51428 0.63155 0.5088
H -2.67337 -3.19576 -0.20747 0.2695
H 2.25612 -1.23234 1.04888 0.4198
H 4.03024 -2.68398 0.21835 0.5493
H 3.48589 -4.88812 -0.77793 0.4489
H 1.13608 -5.63764 -0.89959 0.4774
H -0.66191 -4.21632 -0.00394 0.4498
S 0.89028 0.31256 -1.49816 -0.2483
C 0.85868 -1.06047 -2.47651 0.2171
N 1.92286 -1.61324 -2.99084 0.7345
C 1.78773 -2.79849 -3.84731 -0.7981
C 0.56733 -2.65745 -4.71273 -0.7242
N -0.60645 -2.37355 -3.87413 0.3355
C -1.88253 -2.91879 -4.36845 -1.2271
C -1.91340 -4.42214 -4.24887 0.2672
C -2.21086 -5.20550 -5.35483 -0.4814
C -2.26129 -6.58893 -5.23435 -0.6577
C -2.00860 -7.18940 -4.01149 -0.5962
C -1.70424 -6.40766 -2.90272 -0.6827
C -1.65942 -5.02857 -3.02103 0.5385
C -0.48078 -1.66363 -2.78358 -0.5752
S -1.75595 -1.34069 -1.72976 0.0298
C 3.29621 -1.10108 -2.80441 -1.4905
C 3.79140 -0.45082 -4.07266 0.4092
C 4.83629 -1.02458 -4.78511 -0.1650
C 5.28839 -0.43412 -5.95871 -0.7309
C 4.69078 0.72615 -6.42402 -0.4486
C 3.64371 1.30338 -5.71450 -0.8412
C 3.19677 0.71926 -4.54097 -0.1639
H 1.73808 -3.68576 -3.21048 0.1983
H 2.67336 -2.85766 -4.47720 0.5332
H 0.37625 -3.59030 -5.24103 0.5483
H 0.68721 -1.85395 -5.44436 0.3088
H -1.97020 -2.61330 -5.41249 0.4780
H -2.69208 -2.45450 -3.81001 0.3898
H -2.40934 -4.73971 -6.31316 0.4193
H -2.49667 -7.19521 -6.09845 0.4127
H -2.04880 -8.26624 -3.91933 0.4257
H -1.51323 -6.87983 -1.94769 0.4812
H -1.42535 -4.41580 -2.15618 0.1739
H 3.91356 -1.96302 -2.55104 0.5109
H 3.28767 -0.41620 -1.95913 0.7583
H 5.31495 -1.92540 -4.41684 0.4178
H 6.10976 -0.87908 -6.50370 0.4108
H 5.04521 1.18841 -7.33531 0.4117
H 3.18823 2.21771 -6.07058 0.4318
H 2.39701 1.18768 -3.97712 0.4473
```

***

Stability, descending: ii, i

***

i | This record from the Open Molecules 2025 dataset describes 2 unconnected molecules or ions with the total composition C4H10NS. The level of theory is ωB97M-V/def2-TZVPD.

LUMO	4.16	eV
total charge	-1
Kohn-Sham gap	6.66	eV

Structure (XYZ):
```
16
Properties=species:S:1:pos:R:3:mulliken_charge:R:1
C -1.56093 0.66671 -2.31433 -1.0255
C -0.57097 -0.43458 -1.92140 -0.4164
C -0.46449 -0.59071 -0.39752 -0.7160
S 0.03092 0.95383 0.42815 -0.7066
H -2.57970 0.47155 -1.94218 0.2614
H -1.60270 0.78557 -3.40999 0.3155
H -1.18285 1.61248 -1.87861 0.2713
H -0.84437 -1.38575 -2.38197 0.3236
H 0.44307 -0.14232 -2.25620 0.2288
H 0.27189 -1.37517 -0.15674 0.2324
H -1.41835 -0.94072 -0.01104 0.2725
C 2.22649 0.11440 3.02278 -0.1476
N 1.55182 -0.33774 4.02422 -0.5910
H 3.28899 -0.19721 2.94449 0.2380
H 1.87530 0.80920 2.29996 0.1661
H 0.53587 -0.00953 3.95037 0.2937
```

***

ii | This record from the Open Molecules 2025 dataset describes a gas-phase ion, C4H10NS (charge -1). The level of theory is ωB97M-V/def2-TZVPD.

LUMO	3.58	eV
total charge	-1
Kohn-Sham gap	5.70	eV

Structure (XYZ):
```
16
Properties=species:S:1:pos:R:3:mulliken_charge:R:1
C -0.08075 1.13285 0.18635 -0.2535
C 0.46187 1.33322 1.57987 -0.8568
S -0.13913 2.85110 2.47237 -0.6988
C 0.72180 -0.03860 -0.51512 -0.8189
N -0.02141 -0.88768 -1.36773 -0.2893
C -0.79968 -1.94764 -0.75870 -0.9193
H -1.14951 0.86245 0.22174 0.2063
H -0.10003 2.11614 -0.30131 0.3097
H 1.50963 1.62074 1.55354 0.1829
H 0.32451 0.35727 2.06833 0.2939
H 1.38893 0.56119 -1.16668 0.3038
H 1.43408 -0.53803 0.14144 0.3973
H -0.50339 -0.50939 -2.15991 0.2464
H -0.09893 -2.72420 -0.42478 0.2584
H -1.38839 -2.46673 -1.52814 0.3526
H -1.55960 -1.72269 -0.00127 0.2853
```

***

Stability, descending: i, ii

***

i | This record from the Open Molecules 2025 dataset describes a gas-phase ion, C4H10NS (charge -1). The level of theory is ωB97M-V/def2-TZVPD.

LUMO	3.77	eV
total charge	-1
Kohn-Sham gap	5.99	eV

Structure (XYZ):
```
16
Properties=species:S:1:pos:R:3:mulliken_charge:R:1
C 0.15997 1.38355 0.12197 -0.4988
C 1.57556 0.83324 -0.00016 -0.7103
S 2.81076 2.14680 -0.16089 -0.6567
C -0.94455 0.40111 -0.42471 -0.7603
N -1.20195 -0.71563 0.47220 -0.3322
C -0.60241 -2.00501 0.11132 -0.7930
H -0.30994 1.76147 1.04339 0.3407
H 0.01371 2.25723 -0.52636 0.2597
H 1.58823 0.25421 -0.93904 0.1615
H 1.77830 0.07303 0.75182 0.2053
H -1.83014 1.00203 -0.66383 0.2921
H -0.52469 0.00050 -1.34672 0.3666
H -1.06148 -0.46951 1.44734 0.2629
H -1.02729 -2.31375 -0.84107 0.2511
H -0.91118 -2.70773 0.88362 0.3179
H 0.48709 -1.90155 0.07112 0.2936
```

***

ii | This record from the Open Molecules 2025 dataset describes 2 unconnected molecules or ions with the total composition C4H10NS. The level of theory is ωB97M-V/def2-TZVPD.

LUMO	4.13	eV
total charge	-1
Kohn-Sham gap	6.65	eV

Structure (XYZ):
```
16
Properties=species:S:1:pos:R:3:mulliken_charge:R:1
C 1.03567 0.99174 0.92968 -0.4487
C 0.11954 1.34612 -0.24637 -0.6490
S 0.03743 -0.00758 -1.46286 -0.6286
N 2.46179 0.87336 0.51913 -0.6813
H 0.64884 0.02779 1.33679 0.1529
H 1.06641 1.78803 1.68268 0.3536
H 0.39700 2.32562 -0.71724 0.2933
H -0.83024 1.55835 0.24644 0.1930
H 2.83642 1.80777 0.28163 0.2256
H 2.47046 0.41733 -0.36040 0.2567
C -2.31619 -1.21214 1.03450 -0.3984
C -1.56058 -2.26740 0.66439 -0.4858
H -2.38737 -0.37887 0.31599 0.1995
H -3.07034 -1.21198 1.84872 0.2395
H -0.93781 -2.22975 -0.26073 0.1184
H -1.69542 -3.24636 1.10478 0.2593
```

***

Stability, descending: i, ii